Model 1:
Below is one molecule with the formula C5H11NS, with properties calculated with the ωB97M-V functional and the def2-TZVPD basis.

The SMILES is C=CNCSCC. As for the spin multiplicity: 1. The HOMO energy is -8.374 eV. The HOMO-LUMO gap is 9.3 eV.

Each line ends with the Löwdin charge.
Atoms and positions in Å:
1 C -1.5692 2.2000 -0.8857  -0.1737
2 C -0.9850 1.9394 0.5130  -0.6300
3 S 0.6538 1.1518 0.5098  0.7336
4 H -1.8364 1.2579 -1.3676  0.0651
5 H -0.8259 2.7646 -1.4437  0.0618
6 H -2.5073 2.7299 -0.7273  0.0647
7 H -1.6271 1.2755 1.0951  0.0444
8 H -0.9289 2.8945 1.0371  0.0566
9 C 1.5610 -1.7083 -0.0397  -0.3149
10 C 1.8460 -2.0430 -1.2923  0.0009
11 C 0.1018 -0.7944 1.3131  -0.3049
12 N 0.3292 -2.0498 0.6427  -0.0571
13 H 2.3950 -1.4190 0.5910  0.1103
14 H 1.1589 -2.6288 -1.8927  0.0538
15 H 2.7832 -1.7145 -1.7227  0.0523
16 H -0.9602 -0.6661 1.5239  0.0630
17 H 0.7146 -0.7782 2.2067  0.0612
18 H -0.3035 -2.4117 -0.0607  0.1129

Model 2:
Below is one molecule with the formula C5H11NS, with properties calculated with the ωB97M-V functional and the def2-TZVPD basis.

The SMILES is CNC[C@H]1S[C@@H]1C. As for the spin multiplicity: 1. The HOMO energy is -8.417 eV. The HOMO-LUMO gap is 9.4 eV.

Each line ends with the Löwdin charge.
Atoms and positions in Å:
1 C -2.6173 0.7617 0.0989  -0.1557
2 C -0.8293 -0.9344 -0.4261  -0.2638
3 C 0.4766 -0.2431 -0.6981  -0.5337
4 C 1.4240 0.0479 0.3776  -0.6258
5 C 2.9316 -0.0143 0.2429  -0.1115
6 H -2.1785 1.7172 -0.3221  0.0528
7 H -3.2803 1.0683 0.8999  0.0677
8 H -3.3176 0.3798 -0.6464  0.0688
9 H -1.3151 -0.0761 1.4393  0.0864
10 H -1.4482 -0.9470 -1.3689  0.1321
11 H -0.6637 -1.9794 -0.1178  0.1200
12 H 0.9135 -0.5460 -1.6560  0.1176
13 H 1.1257 -0.1763 1.3710  0.0891
14 H 3.2203 -1.1059 0.4639  0.1029
15 H 3.1685 0.1725 -0.8287  0.0815
16 H 3.4933 0.6349 0.8843  0.0598
17 N -1.6640 -0.2687 0.5284  -0.1585
18 S 0.5604 1.5091 -0.2421  0.8702

The most stable of them is model 2.

Model 1:
Below is one molecule with the formula CH3N5, with properties calculated with the ωB97M-V functional and the def2-TZVPD basis.

The SMILES is [H]/N=c1\nn[nH][nH]1. As for the spin multiplicity: 1. The HOMO energy is -9.245 eV. The HOMO-LUMO gap is 9.5 eV.

Each line ends with the Löwdin charge.
Atoms and positions in Å:
1 N 1.2351 0.6069 1.3494  0.1198
2 C 0.6104 0.2407 0.3128  -0.5070
3 N -0.7774 0.3414 0.2899  0.0501
4 N -1.1691 -0.5404 -0.7272  -0.0395
5 N -0.0686 -0.7617 -1.4965  -0.0039
6 N 0.9825 -0.3786 -0.9259  0.0689
7 H -1.0865 0.1645 1.2343  0.1352
8 H 2.2372 0.5673 1.2532  0.0393
9 H -1.9635 -0.2401 -1.2900  0.1371

Model 2:
Below is one molecule with the formula CH3N5, with properties calculated with the ωB97M-V functional and the def2-TZVPD basis.

The SMILES is [H]/N=c1\nn[nH][nH]1. As for the spin multiplicity: 1. The HOMO energy is -9.385 eV. The HOMO-LUMO gap is 8.8 eV.

Each line ends with the Löwdin charge.
Atoms and positions in Å:
1 C 0.2165 0.7180 -0.0498  -0.4831
2 H 0.4422 2.4284 0.7022  0.0732
3 H -0.0778 -2.1952 -0.5251  0.1232
4 H -0.3921 0.0691 -1.8006  0.0588
5 N 0.6908 1.9447 -0.2371  0.0895
6 N -0.0360 0.1644 1.1228  0.0662
7 N -0.3019 -1.0878 0.9156  0.0441
8 N -0.5923 -1.3343 -0.4183  -0.0415
9 N 0.0579 -0.3456 -1.1084  0.0695

The most stable of them is model 1.

Model 1:
Below is C12H18I2LaO4SY as an isolated structure, with properties calculated with the ωB97M-V functional and the def2-TZVPD basis.

As for the spin multiplicity: 1. As for the charge: +4. The HOMO energy (spin up / spin down) is -22.552 / -22.617 eV. The HOMO-LUMO gap (spin up / spin down) is 6.7 / 6.3 eV.

Each line ends with the Löwdin charge.
Atoms and positions in Å:
1 I 3.3556 -2.8497 -0.9065  0.5693
2 I 3.3948 2.7732 -0.2894  0.7437
3 Y 0.6979 1.5981 0.3183  0.8959
4 La 0.4728 -1.8794 0.0798  1.3665
5 S 1.2758 -0.0424 -1.7142  0.3833
6 C -1.7789 -1.6324 -0.9911  -0.1390
7 C -1.7001 -1.3828 1.6617  -0.0510
8 C 0.7543 -0.0429 -3.5572  -0.8177
9 C 1.5735 1.0365 -4.2470  -0.0803
10 C -0.7277 0.2666 -3.6509  -0.0873
11 C 1.1205 -1.4214 -4.1130  -0.0838
12 C -1.4050 1.6940 1.8051  -0.0208
13 C -1.7273 1.3119 -0.5820  -0.0599
14 O -2.6792 -1.2168 2.2530  0.2085
15 O -2.8334 -1.5684 -1.4593  0.2208
16 O -2.2843 1.7826 2.5617  0.2318
17 O -2.7461 1.3765 -1.1226  0.2252
18 H 1.2898 1.0502 -5.3074  0.1303
19 H 2.6426 0.8049 -4.1704  0.1022
20 H 1.3813 2.0376 -3.8388  0.0940
21 H -1.0719 0.0730 -4.6774  0.1371
22 H -0.9635 1.3072 -3.3974  0.0950
23 H -1.3216 -0.3703 -3.0014  0.0268
24 H 0.8565 -1.4643 -5.1831  0.1321
25 H 0.5740 -2.2285 -3.6006  0.0816
26 H 2.2055 -1.5861 -3.9933  0.0890
27 C 0.5480 -0.0221 3.7720  -0.0543
28 C 1.5882 0.6911 2.8968  -0.5420
29 C 2.8903 0.8497 3.7079  -0.0223
30 C 1.8096 -0.0639 1.5755  -0.4524
31 H 0.8795 -1.0463 4.0123  0.1199
32 H -0.4393 -0.0859 3.2953  0.0108
33 H 0.4198 0.5514 4.7030  0.1258
34 H 1.2127 1.7312 2.6971  0.0991
35 H 3.3340 -0.1385 3.9123  0.1179
36 H 3.6176 1.4702 3.1650  0.0904
37 H 2.6561 1.3522 4.6622  0.1184
38 H 2.6640 0.4283 1.0579  -0.0323
39 H 2.1556 -1.0888 1.7823  0.0273

Model 2:
Below is C12H18I2LaO4SY as an isolated structure, with properties calculated with the ωB97M-V functional and the def2-TZVPD basis.

As for the spin multiplicity: 1. As for the charge: +4. The HOMO energy is -19.980 eV. The HOMO-LUMO gap is 3.1 eV.

Each line ends with the Löwdin charge.
Atoms and positions in Å:
1 I -0.8787 4.5518 0.6693  0.2255
2 I -2.5159 3.6764 -1.1303  0.2299
3 Y -1.4032 -0.4415 -0.6938  1.2711
4 La 1.0660 0.1196 1.5224  1.6505
5 S 0.8038 0.9170 -1.0639  0.4343
6 C 2.6886 -1.5693 1.0775  -0.1315
7 C 0.4729 -2.1160 2.2808  -0.1030
8 C 2.4069 0.8678 -2.2562  -0.7631
9 C 2.0333 1.5285 -3.5597  -0.0637
10 C 2.8415 -0.5544 -2.4681  -0.0902
11 C 3.4843 1.6560 -1.5224  -0.0827
12 C -1.5448 -2.7517 0.0787  -0.0515
13 C 0.1868 -2.2291 -0.4443  -0.2546
14 O 0.3176 -3.2291 2.6142  0.2490
15 O 3.4257 -2.4292 0.9314  0.2770
16 O -1.8865 -3.8103 0.5074  0.2925
17 O 0.9415 -3.0911 -0.6994  0.2530
18 H 2.9164 1.6060 -4.2010  0.1349
19 H 1.6563 2.5319 -3.3631  0.1033
20 H 1.2605 0.9640 -4.0766  0.0989
21 H 3.7429 -0.5819 -3.0830  0.1343
22 H 2.1036 -1.1429 -3.0021  0.0934
23 H 3.0695 -1.1312 -1.5708  0.0547
24 H 4.3619 1.7956 -2.1731  0.1351
25 H 3.8278 1.1927 -0.5821  0.0814
26 H 3.1046 2.6516 -1.2683  0.0988
27 C -3.0374 -1.1374 2.8356  -0.0304
28 C -2.9296 -0.1354 1.6581  -0.4998
29 C -3.8727 1.0516 1.8317  -0.0397
30 C -1.4446 0.3805 1.5443  -0.4244
31 H -2.8542 -0.6342 3.7970  0.1230
32 H -2.3756 -2.0061 2.7502  0.0612
33 H -4.0546 -1.5215 2.8669  0.1159
34 H -3.2306 -0.7252 0.7128  0.1035
35 H -3.5510 1.6511 2.6940  0.1226
36 H -3.8812 1.6724 0.9266  0.0376
37 H -4.8812 0.6721 2.0232  0.1199
38 H -1.4078 1.4796 1.2741  -0.0009
39 H -0.9628 0.2715 2.5620  0.0342

The most stable of them is model 1.

Model 1:
Below is an isolated ion of composition C8H13N2O2 and charge +1, with properties calculated with the ωB97M-V functional and the def2-TZVPD basis.

As for the spin multiplicity: 3. The expectation value of S² is 2.01. As for the charge: +1. The HOMO energy (spin up / spin down) is -10.954 / -13.836 eV. The HOMO-LUMO gap (spin up / spin down) is 7.9 / 6.3 eV.

Each line ends with the Mulliken spin population.
Atoms and positions in Å:
1 C 1.6713 -0.7191 -0.2157  0.6746
2 C -1.6645 -0.9376 0.2295  -0.0061
3 C -0.4770 2.4934 -0.0868  0.0026
4 C -1.4684 1.3931 -0.4721  0.0104
5 C 0.8303 1.7465 -0.0914  0.0854
6 C 0.5149 0.2394 0.0254  0.0730
7 C 1.5325 -1.7464 -1.3230  0.0710
8 C -1.1018 -2.2497 0.8628  0.0319
9 N -0.8299 0.1280 -0.0624  0.0137
10 N 1.0082 1.0921 1.2455  0.0444
11 O 2.6791 -0.6747 0.4749  0.9477
12 O -2.8109 -0.8062 -0.0825  0.0042
13 H -0.4446 3.2463 -0.7800  -0.0001
14 H -0.6066 2.9610 0.8736  0.0010
15 H -2.4310 1.4316 0.1328  -0.0002
16 H -1.7111 1.4449 -1.6373  -0.0003
17 H 1.6741 2.2251 -0.5742  -0.0001
18 H 1.8020 -2.7573 -1.0592  0.0294
19 H 2.2624 -1.4749 -2.1779  0.0378
20 H 0.4927 -1.7125 -1.6081  0.0128
21 H -1.3269 -3.0414 0.0679  -0.0011
22 H -1.8288 -2.4520 1.6634  -0.0002
23 H -0.0896 -2.2409 0.9974  -0.0309
24 H 1.9823 0.9084 1.5596  -0.0009
25 H 0.3414 1.5029 2.0380  -0.0002

Model 2:
Below is an isolated ion of composition C8H13N2O2 and charge +1, with properties calculated with the ωB97M-V functional and the def2-TZVPD basis.

As for the spin multiplicity: 3. The expectation value of S² is 2.07. As for the charge: +1. The HOMO energy (spin up / spin down) is -10.103 / -12.152 eV. The HOMO-LUMO gap (spin up / spin down) is 3.9 / 5.7 eV.

Each line ends with the Mulliken spin population.
Atoms and positions in Å:
1 C -1.2723 0.2056 0.0247  0.0095
2 C 1.2797 -0.0023 0.1813  -0.1233
3 C 2.6522 0.1623 0.0821  0.3468
4 C 0.0903 0.7391 -0.1318  0.3275
5 C -2.6308 -1.8407 0.1685  -0.0170
6 C -3.7658 -1.1520 -0.4941  0.0822
7 C 0.1520 2.1818 -0.3797  -0.0150
8 C 4.8087 -0.6139 0.2851  0.0151
9 N -2.2412 1.1182 0.0882  0.5583
10 N -1.3551 -1.1074 0.0779  0.5751
11 O 3.4729 -0.8776 0.2640  0.0922
12 O -3.4101 0.7015 0.4955  0.0175
13 H 1.0828 -1.0764 0.3314  -0.0029
14 H 3.1620 1.0572 -0.2276  0.0246
15 H -2.6986 -2.2005 1.2311  0.0181
16 H -2.4698 -2.8750 -0.3634  0.0040
17 H -3.6092 -0.5746 -1.3375  0.0149
18 H -4.8034 -1.4399 -0.2465  0.0057
19 H 1.1503 2.7127 -0.4510  0.0068
20 H -0.4205 2.5920 -1.2134  0.0235
21 H -0.4927 2.7247 0.3689  0.0310
22 H 5.1364 -0.2057 1.1931  -0.0046
23 H 5.2576 -1.6046 0.3560  0.0007
24 H 5.0677 0.0774 -0.4751  -0.0008
25 H -4.1434 1.2980 0.1724  0.0102

The most stable of them is model 1.